Arrangement A

Molecular formula: C3H4O2S
Method: DFT, ωB97M-V/def2-TZVPD

## Properties
HOMO level = -9.72 eV

```
! RIJCOSX wB97M-V def2-TZVPD def2/J DEFGRID3
* xyz 0 1
C 0.12 0.27 0.48
C -1.11 1.14 0.50
C 0.52 -0.23 -0.95
O 2.80 0.10 0.39
O -1.86 1.19 -0.41
S 1.80 0.94 -0.23
H 0.14 -0.30 1.41
H -1.28 1.52 1.50
H 0.68 -1.22 -1.29
H -0.24 0.28 -1.66
*
```

---

Arrangement B

Molecular formula: C3H4O2S
Method: DFT, ωB97M-V/def2-TZVPD

## Properties
HOMO level (spin up / spin down) = -10.73 / -10.03 eV

```
! RIJCOSX wB97M-V def2-TZVPD def2/J DEFGRID3
* xyz 0 1
C 1.48 -3.02 -0.63
C 0.67 -2.41 -0.03
C -0.63 1.18 0.36
O -0.90 -0.20 2.50
O -2.51 -0.93 0.82
S -1.19 -0.48 1.13
H 1.96 -3.78 -1.33
H 0.34 1.10 -0.12
H -1.40 1.51 -0.36
H -0.56 1.85 1.21
*
```

---

Arrangement C

Molecular formula: C3H4O2S
Method: DFT, ωB97M-V/def2-TZVPD

## Properties
Structure (SMILES) = O=C=O.C=CS
HOMO level = -9.40 eV

```
! RIJCOSX wB97M-V def2-TZVPD def2/J DEFGRID3
* xyz 0 1
O -2.27 -1.41 -0.27
C -2.87 -0.41 -0.17
O -3.46 0.54 -0.10
C 1.71 -0.82 0.35
C 1.29 0.23 -0.33
S -0.09 1.29 0.07
H 2.35 -1.58 -0.10
H 1.26 -0.86 1.37
H 1.50 0.51 -1.35
H 0.58 2.52 0.52
*
```

---

Arrangement D

Molecular formula: C3H4O2S
Method: DFT, ωB97M-V/def2-TZVPD

## Properties
HOMO level (spin up / spin down) = -8.71 / -9.79 eV

```
! RIJCOSX wB97M-V def2-TZVPD def2/J DEFGRID3
* xyz 0 1
C -1.08 -0.55 0.36
C -1.01 0.33 -0.72
C 0.40 0.49 -1.08
O -1.09 -1.57 0.93
O -1.96 1.06 -1.03
S -0.49 -1.85 3.32
H 1.09 0.15 -0.22
H 0.56 1.47 -1.34
H 0.79 -0.33 -1.65
H -1.40 -2.76 3.00
*
```

---

Relative energies with respect to the most stable structure, expressed in kJ/mol: arrangement A 194.7; arrangement B 634.9; arrangement C 0.0; arrangement D 356.0.

---

Arrangement A

Molecular formula: C3H4O2S
Method: DFT, ωB97M-V/def2-TZVPD

## Properties
Structure (SMILES) = CC(=O)C(=O)S
HOMO level = -10.29 eV

```
! RIJCOSX wB97M-V def2-TZVPD def2/J DEFGRID3
* xyz 0 1
C -0.88 1.09 -0.54
C 0.34 0.19 0.06
O 1.52 0.63 0.10
C 0.04 -1.18 0.38
O -1.03 -1.68 -0.06
S 1.39 -1.97 1.18
H -1.13 0.45 -1.39
H -0.48 2.16 -0.75
H -1.86 1.18 0.02
H 2.10 -0.86 1.00
*
```

---

Arrangement B

Molecular formula: C3H4O2S
Method: DFT, ωB97M-V/def2-TZVPD

## Properties
Structure (SMILES) = O=C1C[C@H](S)O1
HOMO level = -9.68 eV

```
! RIJCOSX wB97M-V def2-TZVPD def2/J DEFGRID3
* xyz 0 1
O -2.48 0.77 -0.33
C -1.36 0.34 -0.35
C -0.51 -0.66 0.53
C 0.64 -0.09 -0.55
S 1.98 1.05 -0.11
O -0.32 0.63 -1.23
H -0.58 -0.45 1.68
H -0.74 -1.72 0.38
H 1.25 -0.67 -1.21
H 2.13 0.79 1.21
*
```

---

Relative energies with respect to the most stable structure, expressed in kJ/mol: arrangement A 0.0; arrangement B 21.0.

---

Arrangement A

Molecular formula: C2H4INS
Method: DFT, ωB97M-V/def2-TZVPD

## Properties
HOMO level (spin up / spin down) = -8.25 / -8.20 eV

```
! RIJCOSX wB97M-V def2-TZVPD def2/J DEFGRID3
* xyz 0 1
C 1.40 -0.04 0.18
C -1.23 -0.85 0.12
N -0.25 1.94 -0.45
S 0.50 -1.36 -0.34
I 3.42 -0.02 0.13
H -1.30 -1.27 1.05
H -1.80 -1.31 -0.53
H -1.10 0.26 -0.16
H 0.37 2.64 0.01
*
```

---

Arrangement B

Molecular formula: C2H4INS
Method: DFT, ωB97M-V/def2-TZVPD

## Properties
HOMO level = -7.41 eV

```
! RIJCOSX wB97M-V def2-TZVPD def2/J DEFGRID3
* xyz 0 1
C -0.26 -0.75 -0.04
C -1.47 0.03 0.38
N 0.66 -1.40 -0.19
S 1.60 2.00 -0.65
I 3.14 0.27 -0.60
H -1.48 0.59 1.30
H -2.23 -0.69 0.45
H -1.62 0.80 -0.45
H 1.67 -0.85 -0.22
*
```

---

Relative energies with respect to the most stable structure, expressed in kJ/mol: arrangement A 465.1; arrangement B 0.0.

---

Arrangement A

Molecular formula: C3H4INO
Method: DFT, ωB97M-V/def2-TZVPD

## Properties
Structure (SMILES) = C/C=N/C(=O)I
HOMO level = -9.74 eV

```
! RIJCOSX wB97M-V def2-TZVPD def2/J DEFGRID3
* xyz 0 1
C 1.61 -0.44 -0.28
C 0.35 -0.11 0.43
N -0.53 0.52 -0.18
C -1.90 0.92 0.00
O -2.34 2.01 0.04
I -3.18 -0.84 -0.07
H 1.58 -1.50 -0.56
H 2.48 -0.28 0.34
H 1.68 0.14 -1.20
H 0.26 -0.43 1.48
*
```

---

Arrangement B

Molecular formula: C3H4INO
Method: DFT, ωB97M-V/def2-TZVPD

## Properties
HOMO level = -9.31 eV

```
! RIJCOSX wB97M-V def2-TZVPD def2/J DEFGRID3
* xyz 0 1
C 1.29 0.77 0.66
C -0.28 -0.10 -0.71
C -0.13 -1.23 0.17
N 0.31 1.07 -0.09
O 1.67 -0.38 1.01
I 0.63 -3.10 -0.41
H 2.00 1.53 1.06
H 0.25 -0.20 -1.56
H -1.34 0.12 -0.90
H -0.58 -1.29 1.09
*
```

---

Relative energies with respect to the most stable structure, expressed in kJ/mol: arrangement A 0.0; arrangement B 226.1.

---

Arrangement A

Molecular formula: C2H5N3O
Method: DFT, ωB97M-V/def2-TZVPD

## Properties
Structure (SMILES) = C/N=N/C(N)=O
HOMO level (spin up / spin down) = -8.86 / -8.90 eV

```
! RIJCOSX wB97M-V def2-TZVPD def2/J DEFGRID3
* xyz 0 1
C -2.06 -0.10 -0.11
N -0.84 -0.04 0.66
N 0.15 -0.74 0.10
C 1.09 0.20 0.11
N 2.40 -0.03 -0.16
O 0.65 1.37 0.40
H -1.89 -0.05 -1.19
H -2.73 0.70 0.22
H -2.54 -1.06 0.13
H 2.74 -0.98 -0.13
H 3.03 0.73 -0.03
*
```

---

Arrangement B

Molecular formula: C2H5N3O
Method: DFT, ωB97M-V/def2-TZVPD

## Properties
Structure (SMILES) = N/N=C/NC=O
HOMO level = -8.83 eV

```
! RIJCOSX wB97M-V def2-TZVPD def2/J DEFGRID3
* xyz 0 1
N 2.52 -0.01 -0.26
N 1.22 -0.62 -0.17
C 0.24 0.12 0.01
N -1.03 -0.34 0.26
C -2.29 0.28 -0.10
O -3.27 -0.44 -0.22
H 2.70 0.70 0.62
H 3.11 -0.95 -0.02
H 0.40 1.18 -0.14
H -1.27 -1.36 0.21
H -2.31 1.43 -0.20
*
```

---

Relative energies with respect to the most stable structure, expressed in kJ/mol: arrangement A 119.1; arrangement B 0.0.

---

Arrangement A

Molecular formula: C2H5N3O
Method: DFT, ωB97M-V/def2-TZVPD

## Properties
HOMO level (spin up / spin down) = -8.15 / -8.15 eV

```
! RIJCOSX wB97M-V def2-TZVPD def2/J DEFGRID3
* xyz 0 1
C 3.17 -0.03 0.04
C -2.49 -0.59 0.03
N 2.90 1.09 0.21
N -1.18 -0.48 0.15
N -0.51 0.56 -0.20
O 3.69 -1.05 -0.13
H -3.10 -1.35 0.44
H -2.83 0.40 -0.37
H 2.15 1.73 0.02
H -0.68 -1.48 0.43
H -1.12 1.22 -0.62
*
```

---

Arrangement B

Molecular formula: C2H5N3O
Method: DFT, ωB97M-V/def2-TZVPD

## Properties
Structure (SMILES) = [H]/N=C/NC(N)=O
HOMO level = -9.44 eV

```
! RIJCOSX wB97M-V def2-TZVPD def2/J DEFGRID3
* xyz 0 1
H 3.13 0.97 0.71
N 2.22 0.93 0.31
C 1.54 -0.02 -0.12
N 0.15 0.13 0.19
C -0.95 -0.59 -0.24
N -2.15 -0.13 0.28
O -0.85 -1.55 -0.98
H 2.08 -0.88 -0.52
H 0.02 0.83 0.93
H -2.95 -0.55 -0.17
H -2.25 0.85 0.48
*
```

---

Arrangement C

Molecular formula: C2H5N3O
Method: DFT, ωB97M-V/def2-TZVPD

## Properties
Structure (SMILES) = N/N=C\NC=O
HOMO level = -8.50 eV

```
! RIJCOSX wB97M-V def2-TZVPD def2/J DEFGRID3
* xyz 0 1
N -2.35 0.44 -0.03
N -1.60 -0.67 -0.03
C -0.37 -0.72 0.02
N 0.41 0.54 0.09
C 1.78 0.55 -0.04
O 2.47 -0.45 0.01
H -2.61 0.58 0.91
H -3.17 0.48 -0.69
H 0.22 -1.61 -0.05
H -0.03 1.46 -0.01
H 2.14 1.51 -0.28
*
```

---

Relative energies with respect to the most stable structure, expressed in kJ/mol: arrangement A 290.5; arrangement B 0.0; arrangement C 142.6.

---

Arrangement A

Molecular formula: C2H5N3O
Method: DFT, ωB97M-V/def2-TZVPD

## Properties
HOMO level = -9.70 eV

```
! RIJCOSX wB97M-V def2-TZVPD def2/J DEFGRID3
* xyz 0 1
C 2.00 1.06 0.02
C 2.47 -1.33 0.05
N 2.02 2.21 -0.09
N -1.34 0.15 0.05
N 1.66 -0.23 0.07
O 3.76 -0.97 -0.06
H -1.36 0.12 -1.02
H -1.33 1.17 0.35
H -2.10 -0.50 0.31
H 0.59 -0.33 0.00
H 3.85 0.01 -0.21
*
```

---

Arrangement B

Molecular formula: C2H5N3O
Method: DFT, ωB97M-V/def2-TZVPD

## Properties
Structure (SMILES) = [H]/N=C(/N)C(N)=O
HOMO level = -9.37 eV

```
! RIJCOSX wB97M-V def2-TZVPD def2/J DEFGRID3
* xyz 0 1
H -0.19 -1.54 -1.22
N 0.67 -1.36 -0.61
C 0.65 -0.26 0.05
N 1.52 0.13 1.02
C -0.49 0.55 -0.25
N -1.66 -0.06 -0.28
O -0.30 1.79 -0.33
H 2.48 -0.18 1.22
H 1.54 1.19 0.98
H -2.40 0.68 -0.88
H -1.82 -0.95 0.31
*
```

---

Relative energies with respect to the most stable structure, expressed in kJ/mol: arrangement A 118.2; arrangement B 0.0.

---

Arrangement A

Molecular formula: C4H12Si
Method: DFT, ωB97M-V/def2-TZVPD

## Properties
Structure (SMILES) = C=C(C)C.[SiH4]
HOMO level = -9.27 eV

```
! RIJCOSX wB97M-V def2-TZVPD def2/J DEFGRID3
* xyz 0 1
C 2.90 -0.84 0.07
C 1.69 -0.32 -0.24
C 0.29 -1.05 -0.12
C 1.49 1.00 -0.91
H 2.99 -1.88 0.30
H 3.81 -0.22 -0.07
H 0.39 -2.12 -0.22
H -0.13 -0.82 0.96
H -0.40 -0.83 -0.91
H 2.34 1.30 -1.43
H 1.14 1.75 -0.30
H 0.73 0.79 -1.65
Si -3.42 0.62 0.91
H -3.13 1.91 0.55
H -2.86 0.51 2.28
H -2.87 -0.36 -0.09
H -4.96 0.56 0.86
*
```

---

Arrangement B

Molecular formula: C4H12Si
Method: DFT, ωB97M-V/def2-TZVPD

## Properties
Structure (SMILES) = CC(C)(C)[SiH3]
HOMO level = -10.10 eV

```
! RIJCOSX wB97M-V def2-TZVPD def2/J DEFGRID3
* xyz 0 1
C -1.38 -0.68 0.52
C -0.01 -0.06 0.12
C 0.50 0.95 1.15
C 1.04 -1.14 0.06
Si -0.21 0.81 -1.64
H -1.86 -1.22 -0.28
H -2.05 0.09 0.89
H -1.22 -1.41 1.28
H 1.37 1.49 0.78
H 0.83 0.44 2.04
H -0.25 1.67 1.45
H 1.97 -0.77 -0.41
H 0.77 -2.02 -0.51
H 1.29 -1.44 1.05
H -1.18 1.92 -1.53
H 1.02 1.41 -2.21
H -0.66 -0.02 -2.77
*
```

---

Relative energies with respect to the most stable structure, expressed in kJ/mol: arrangement A 174.6; arrangement B 0.0.

---

Arrangement A

Molecular formula: C5H7N3
Method: DFT, ωB97M-V/def2-TZVPD

## Properties
Structure (SMILES) = C[C@@H]1Cc2[nH]nnc21
HOMO level = -9.45 eV

```
! RIJCOSX wB97M-V def2-TZVPD def2/J DEFGRID3
* xyz 0 1
C -2.49 -0.70 -0.40
C -1.44 -0.08 0.51
C -0.93 1.40 0.05
C 0.53 0.87 0.10
N 1.77 0.64 -0.36
N 2.13 -0.63 -0.13
N 1.16 -1.31 0.19
C 0.13 -0.38 0.30
H -2.83 -1.85 -0.39
H -3.50 -0.14 -0.49
H -2.22 -0.43 -1.48
H -1.77 -0.20 1.51
H -1.02 2.20 0.80
H -1.48 1.53 -0.91
H 2.64 1.38 -0.30
*
```

---

Arrangement B

Molecular formula: C5H7N3
Method: DFT, ωB97M-V/def2-TZVPD

## Properties
Structure (SMILES) = C1=NN2C[C@@H]2[C@H]2N[C@H]12
HOMO level = -8.90 eV

```
! RIJCOSX wB97M-V def2-TZVPD def2/J DEFGRID3
* xyz 0 1
C 0.58 1.71 0.12
N -0.67 1.67 0.04
N -1.39 0.56 -0.70
C -1.95 -0.50 0.32
C -0.65 -0.93 -0.50
C 0.72 -0.84 0.27
N 2.23 -0.56 -0.28
C 1.29 0.50 -0.43
H 1.03 2.55 0.48
H -2.97 -0.95 -0.07
H -1.64 -0.52 1.39
H -1.14 -1.63 -1.15
H 0.79 -1.12 1.37
H 2.71 -0.49 0.71
H 1.05 0.54 -1.56
*
```

---

Relative energies with respect to the most stable structure, expressed in kJ/mol: arrangement A 0.0; arrangement B 338.3.

---

Arrangement A

Molecular formula: C4H10NS
Method: DFT, ωB97M-V/def2-TZVPD

## Properties
HOMO level = -13.95 eV

```
! RIJCOSX wB97M-V def2-TZVPD def2/J DEFGRID3
* xyz 1 1
C -1.24 1.05 0.86
C 0.04 0.43 0.81
C 1.43 1.03 0.48
C -0.52 -1.04 -1.45
N 0.17 -1.26 -0.20
S -0.73 -0.03 2.22
H -1.22 2.09 1.07
H -2.07 0.80 0.09
H 1.49 1.97 1.03
H 1.63 0.96 -0.55
H 2.15 0.36 0.90
H -0.25 -0.14 -1.93
H -0.33 -1.95 -2.18
H -1.60 -1.10 -1.27
H 1.11 -1.22 -0.31
H -0.07 -1.97 0.43
*
```

---

Arrangement B

Molecular formula: C4H10NS
Method: DFT, ωB97M-V/def2-TZVPD

## Properties
HOMO level = -11.88 eV

```
! RIJCOSX wB97M-V def2-TZVPD def2/J DEFGRID3
* xyz 1 1
C 1.76 0.12 -0.19
C 1.75 1.55 -0.36
C -2.24 -0.54 -0.79
C -0.71 -0.87 1.19
N -1.59 -0.22 0.50
S 3.10 -0.79 0.14
H 2.80 2.14 -0.42
H 0.92 2.16 0.19
H 1.28 1.72 -1.45
H -2.59 0.40 -1.17
H -1.49 -1.05 -1.45
H -3.21 -1.11 -0.54
H -0.37 -0.54 2.15
H -0.13 -1.78 0.92
H 2.53 -1.89 0.32
H -1.82 0.68 0.95
*
```

---

Arrangement C

Molecular formula: C4H10NS
Method: DFT, ωB97M-V/def2-TZVPD

## Properties
HOMO level = -12.62 eV

```
! RIJCOSX wB97M-V def2-TZVPD def2/J DEFGRID3
* xyz 1 1
C -1.87 0.24 0.25
C -0.86 -0.53 0.29
C -3.37 -0.15 0.03
C 2.68 -0.48 -0.23
N 1.70 0.51 0.22
S 4.37 0.03 0.14
H -1.62 1.25 0.41
H -0.18 -1.33 0.37
H -3.40 -0.04 -1.08
H -3.82 0.64 0.64
H -3.43 -1.12 0.31
H 2.37 -1.45 0.44
H 2.45 -0.85 -1.32
H 1.40 0.99 -0.62
H 2.03 1.15 0.91
H 4.86 0.02 -1.14
*
```

---

Relative energies with respect to the most stable structure, expressed in kJ/mol: arrangement A 0.0; arrangement B 180.0; arrangement C 246.1.

---

Arrangement A

Molecular formula: C4H10NS
Method: DFT, ωB97M-V/def2-TZVPD

## Properties
HOMO level (spin up / spin down) = -12.18 / -12.18 eV

```
! RIJCOSX wB97M-V def2-TZVPD def2/J DEFGRID3
* xyz 1 1
C -2.39 -0.81 0.64
C 3.02 -0.13 -0.19
C -0.72 0.43 -0.38
C 1.63 -0.04 0.25
N 0.70 0.27 -0.67
S -3.69 -0.05 -0.21
H -2.28 -0.70 1.75
H 3.40 0.81 0.22
H 3.71 -0.91 0.11
H 2.90 -0.01 -1.26
H -2.22 -1.84 0.31
H -1.20 0.78 -1.34
H -1.06 1.10 0.42
H 1.27 -0.05 1.31
H 0.74 0.09 -1.65
H -3.80 1.06 0.69
*
```

---

Arrangement B

Molecular formula: C4H10NS
Method: DFT, ωB97M-V/def2-TZVPD

## Properties
HOMO level = -14.35 eV

```
! RIJCOSX wB97M-V def2-TZVPD def2/J DEFGRID3
* xyz 1 1
C 0.46 1.39 0.67
C -0.22 -1.92 0.65
C 0.21 0.88 -1.74
C -0.73 -0.76 -0.20
N 0.02 0.49 -0.35
S 0.50 0.75 2.24
H 1.08 2.39 0.60
H 0.81 -1.68 0.78
H -0.76 -1.96 1.58
H -0.46 -2.87 0.27
H -0.69 1.26 -2.18
H 0.46 0.07 -2.39
H 0.84 1.72 -1.71
H -1.74 -0.51 0.31
H -0.91 -1.14 -1.26
H 1.12 1.89 2.73
*
```

---

Relative energies with respect to the most stable structure, expressed in kJ/mol: arrangement A 174.6; arrangement B 0.0.

---

Arrangement A

Molecular formula: CH2FN
Method: DFT, ωB97M-V/def2-TZVPD

## Properties
HOMO level (spin up / spin down) = -7.55 / -7.65 eV

```
! RIJCOSX wB97M-V def2-TZVPD def2/J DEFGRID3
* xyz 0 1
C -0.65 0.05 1.90
N 0.34 0.32 -0.89
F -0.11 -1.02 2.39
H 0.35 -0.52 -1.78
H 0.07 1.16 -1.62
*
```

---

Arrangement B

Molecular formula: CH2FN
Method: DFT, ωB97M-V/def2-TZVPD

## Properties
HOMO level = -10.81 eV

```
! RIJCOSX wB97M-V def2-TZVPD def2/J DEFGRID3
* xyz 0 1
C 0.16 -0.25 -0.13
N -0.56 0.57 0.43
F -0.10 1.91 0.42
H -0.58 -1.92 -0.05
H 1.08 -0.31 -0.66
*
```

---

Relative energies with respect to the most stable structure, expressed in kJ/mol: arrangement A 318.1; arrangement B 0.0.

---

Arrangement A

Molecular formula: C6H12S
Method: DFT, ωB97M-V/def2-TZVPD

## Properties
Structure (SMILES) = C=CC=C.CCS
HOMO level = -9.08 eV

```
! RIJCOSX wB97M-V def2-TZVPD def2/J DEFGRID3
* xyz 0 1
C 1.12 -0.88 2.02
C 1.28 -1.26 0.75
C 1.53 -2.66 0.38
C 1.44 -3.13 -0.87
H 1.26 -1.59 2.81
H 0.95 0.18 2.19
H 1.23 -0.60 -0.10
H 1.75 -3.36 1.18
H 1.62 -4.17 -1.06
H 1.26 -2.43 -1.68
C -1.43 1.73 -2.16
C -1.37 1.01 -0.82
S -0.92 2.18 0.50
H -0.47 2.18 -2.42
H -2.16 2.53 -2.16
H -1.64 1.02 -2.96
H -2.34 0.57 -0.58
H -0.68 0.19 -0.95
H -0.81 1.24 1.44
*
```

---

Arrangement B

Molecular formula: C6H12S
Method: DFT, ωB97M-V/def2-TZVPD

## Properties
HOMO level = -7.56 eV

```
! RIJCOSX wB97M-V def2-TZVPD def2/J DEFGRID3
* xyz 0 1
C 2.44 -0.11 -0.40
C 1.01 0.82 2.50
C -1.19 0.65 -1.26
C -1.79 -0.54 -0.59
C -0.05 1.14 -0.27
C -0.61 -1.37 -0.13
S 0.92 -0.26 0.45
H 2.31 0.17 -1.36
H 2.99 -1.03 -0.30
H 0.16 0.34 2.93
H 2.01 0.43 2.89
H -0.52 0.36 -2.16
H -1.99 1.40 -1.45
H -2.36 -0.27 0.32
H -2.49 -1.18 -1.10
H 0.65 1.87 -0.73
H -0.36 1.64 0.68
H -0.72 -1.87 0.88
H -0.40 -2.20 -0.88
*
```

---

Arrangement C

Molecular formula: C6H12S
Method: DFT, ωB97M-V/def2-TZVPD

## Properties
HOMO level (spin up / spin down) = -7.15 / -7.08 eV

```
! RIJCOSX wB97M-V def2-TZVPD def2/J DEFGRID3
* xyz 0 1
C 0.30 0.74 0.61
C 1.07 0.85 -0.56
C -0.67 -0.51 0.28
C 2.24 0.05 -0.95
C 0.10 -1.86 0.40
C -3.18 0.78 0.21
S -1.92 -0.22 -0.78
H 0.91 0.41 1.57
H -0.29 1.53 0.81
H 0.50 1.47 -1.31
H 2.78 -0.23 0.01
H 2.80 0.62 -1.57
H 2.03 -0.77 -1.62
H 0.46 -2.24 -0.57
H -0.71 -2.66 0.76
H 0.91 -1.62 1.23
H -3.56 1.38 -0.66
H -2.57 1.29 0.86
H -3.90 0.05 0.53
*
```

---

Relative energies with respect to the most stable structure, expressed in kJ/mol: arrangement A 0.0; arrangement B 580.3; arrangement C 302.1.